(1)
Computed, not measured: C42H64Cl2GeN3O7RbSTe as an isolated structure, with ωB97M-V with the def2-TZVPD basis set.

Computed properties:
Highest occupied orbital energy in eV: -1.7
Charge: -2

Atoms and positions in Å:
Rb: -0.46175 1.40129 0.13493
C: -2.39749 6.08643 0.26695
C: -1.79755 4.83457 -0.37326
C: -0.26973 4.89469 -0.26164
C: -2.21614 4.75485 -1.83470
O: -2.26302 3.64905 0.25372
Ge: -2.77488 3.52416 2.02682
O: -2.94918 1.64751 1.93905
C: -4.16198 1.04208 1.45505
C: -5.38229 1.91981 1.73354
C: -4.03317 0.80233 -0.04446
C: -4.35133 -0.28057 2.19843
O: -0.99722 3.39623 2.57474
C: -0.58093 3.13425 3.90016
C: -1.55466 3.66645 4.95196
C: -0.40136 1.62809 4.07086
C: 0.76485 3.84377 4.05395
H: -2.10518 6.96771 -0.31140
H: -3.48642 6.02631 0.28612
H: -2.05712 6.22735 1.29338
H: 0.10955 5.83871 -0.66483
H: 0.02180 4.79966 0.78379
H: 0.19224 4.08981 -0.83482
H: -1.81403 5.59594 -2.40594
H: -1.86086 3.83608 -2.29926
H: -3.30577 4.77150 -1.91226
H: -5.38394 2.83451 1.14269
H: -6.28667 1.35701 1.48487
H: -5.42728 2.20675 2.78460
H: -3.81043 1.72952 -0.56845
H: -3.22868 0.10288 -0.27304
H: -4.95691 0.37495 -0.44610
H: -4.47561 -0.08930 3.26662
H: -5.24504 -0.79293 1.83342
H: -3.50299 -0.94706 2.06412
H: -2.50618 3.13564 4.93842
H: -1.11764 3.55090 5.94870
H: -1.76676 4.72267 4.78086
H: -1.33516 1.11136 3.86133
H: 0.34817 1.25306 3.36907
H: -0.07594 1.37661 5.08527
H: 0.62629 4.92063 3.93936
H: 1.22279 3.64869 5.02751
H: 1.44448 3.50239 3.27123
Cl: 1.99012 -0.50721 1.11663
C: 3.33338 -0.28470 2.20242
Cl: 3.46192 1.35893 2.90667
H: 4.26129 -0.46205 1.66617
H: 3.22804 -0.97054 3.03896
O: -1.18425 -0.66899 1.55218
H: -1.73658 0.12746 1.67588
H: -1.10864 -0.82534 0.58361
S: -1.05089 1.74355 -3.78306
N: 2.29143 2.32890 -0.50109
C: 2.94887 3.26587 -0.61328
N: 3.72183 4.33211 -0.77191
C: 3.97860 4.74603 -2.15299
C: 5.24353 4.08871 -2.69011
C: 6.42109 4.33028 -1.74961
C: 6.09319 3.85299 -0.33789
C: 4.81935 4.51822 0.16977
H: 4.08081 5.83765 -2.14778
H: 3.09827 4.49479 -2.74456
H: 5.45587 4.46776 -3.69239
H: 5.06223 3.01447 -2.78726
H: 6.64538 5.40378 -1.72240
H: 7.31968 3.83359 -2.12276
H: 6.91773 4.05408 0.35056
H: 5.93639 2.77015 -0.34566
H: 4.96787 5.59885 0.28203
H: 4.50475 4.12161 1.13424
C: 3.61472 -8.72453 0.64201
C: 2.90824 -7.46725 0.21726
C: 3.46046 -6.21821 0.42723
C: 2.81367 -5.05112 0.01690
C: 3.52077 -3.75335 0.32084
C: 1.56657 -5.10811 -0.61972
Te: 0.59223 -3.21787 -1.30371
N: -0.65722 -1.09192 -1.34629
C: -1.17687 -0.57651 -2.35735
O: -1.68830 0.72615 -2.39148
C: -1.50173 -1.30525 -3.63434
C: -0.52603 -1.82399 -4.47683
C: -0.87842 -2.54495 -5.60752
C: -2.21511 -2.77088 -5.90703
C: -3.19674 -2.24548 -5.07701
C: -2.84132 -1.50579 -3.95929
C: -1.20300 -3.73374 -0.27997
C: -2.35885 -3.81187 -1.05422
C: -3.59121 -4.07367 -0.48645
C: -3.68406 -4.26847 0.88610
C: -2.54234 -4.18177 1.65769
C: -1.29086 -3.90263 1.10025
C: -0.14025 -3.70469 2.03934
C: 1.01581 -6.37998 -0.85444
C: -0.30027 -6.56229 -1.55412
C: 1.68206 -7.52488 -0.43142
H: 4.47107 -8.50082 1.27999
H: 3.98470 -9.29084 -0.21661
H: 2.94981 -9.38762 1.19936
H: 4.42710 -6.14063 0.91790
H: 4.59753 -3.92002 0.39862
H: 3.18281 -3.33448 1.27264
H: 3.33975 -2.98193 -0.42240
H: 0.51553 -1.64562 -4.24558
H: -0.10216 -2.93808 -6.25390
H: -2.48748 -3.34676 -6.78415
H: -4.24508 -2.40685 -5.30404
H: -3.59903 -1.07082 -3.32003
H: -2.28593 -3.64985 -2.12363
H: -4.47424 -4.11645 -1.11378
H: -4.64115 -4.46720 1.35345
H: -2.60991 -4.30190 2.73436
H: -0.29984 -4.27606 2.95704
H: -0.07070 -2.64523 2.29316
H: 0.80772 -4.00614 1.60583
H: -0.41109 -5.86046 -2.38319
H: -1.13889 -6.37512 -0.88119
H: -0.38852 -7.58124 -1.93667
H: 1.22940 -8.49427 -0.62502
O: 0.36954 2.08306 -3.04489
O: 0.40694 2.81105 -4.33144

Löwdin atomic charge list, values in e, 4 entries:
1. Rb 0.83
2. C -0.09
3. C -0.71
4. C -0.05



(2)
Computed, not measured: C42H65BaN9O4 as an isolated structure, with ωB97M-V with the def2-TZVPD basis set.

Computed properties:
Highest occupied orbital energy in eV: -7.7
Relative energy (zero: lowest compared OMol25 entry of this formula, charge and spin) in kJ/mol: 110.6

Atoms and positions in Å:
Ba: -3.78104 -2.57925 -4.59905
C: 0.50913 -0.80947 -2.29803
C: 0.71756 0.05522 -1.10561
C: -0.57674 0.64624 -0.36214
O: -0.52916 1.38682 0.60386
C: -1.88204 0.26288 -0.92236
C: -1.99491 -0.59562 -1.95733
C: -0.75919 -1.14440 -2.67540
O: -0.86272 -1.86378 -3.74476
O: -3.20837 -0.80971 -2.39984
O: 1.81693 0.37690 -0.67913
H: 1.37257 -1.13896 -2.85686
H: -2.75863 0.73946 -0.50902
C: -5.04921 3.31901 0.18334
C: -4.39876 3.19177 -1.17799
C: -5.03278 2.04668 -2.02681
C: -6.30332 2.35582 -2.68284
N: -7.29115 2.63420 -3.20147
H: -6.10435 3.55151 0.03937
H: -4.57449 4.09617 0.78232
H: -4.98267 2.43227 0.81371
H: -3.33118 3.05189 -1.00824
H: -4.42403 4.12929 -1.73342
H: -5.12039 1.20120 -1.34447
H: -4.29325 1.66524 -2.73086
C: -0.06891 -3.82062 -0.51037
C: -1.31351 -3.64380 0.39156
C: -2.45817 -4.57729 0.08698
C: -3.10751 -4.42344 -1.22026
N: -3.66909 -4.32453 -2.24234
H: 0.39358 -4.77101 -0.24395
H: 0.70367 -3.05537 -0.43550
H: -0.32393 -3.93624 -1.56379
H: -1.67720 -2.61797 0.33235
H: -0.93377 -3.75982 1.40666
H: -3.25769 -4.51859 0.82550
H: -2.15553 -5.62394 0.05505
C: -3.12107 -1.67237 4.45889
C: -3.31416 -0.31326 3.76600
C: -2.01829 0.25465 3.22057
C: -0.99532 0.62453 4.22211
N: -0.18930 0.91395 5.00633
H: -2.36376 -1.69917 5.24238
H: -2.72307 -2.44505 3.80111
H: -4.06991 -2.16796 4.66431
H: -3.74688 0.37298 4.49396
H: -4.10713 -0.35774 3.01944
H: -2.15157 1.11557 2.56546
H: -1.52764 -0.49511 2.59987
C: 4.24730 2.77939 3.83234
C: 2.69999 2.60998 3.83903
C: 2.07887 2.67105 2.45265
C: 2.02402 4.02568 1.93372
N: 1.97772 5.11218 1.53027
H: 4.67947 2.95741 4.81704
H: 4.48040 3.67807 3.26124
H: 4.78341 1.95886 3.35546
H: 2.29421 3.41675 4.44942
H: 2.47127 1.65751 4.31714
H: 1.07668 2.24267 2.46750
H: 2.65029 2.06354 1.75086
C: -4.92139 -1.66759 0.51615
C: -6.44626 -1.57164 0.45399
C: -6.95881 -0.90979 -0.83385
C: -6.47304 -1.51026 -2.11896
N: -6.10221 -2.01365 -3.10067
H: -4.36413 -2.14092 -0.29226
H: -4.47219 -2.04558 1.43454
H: -4.52767 -0.65359 0.44639
H: -6.87617 -1.07906 1.32613
H: -6.72706 -2.62351 0.40084
H: -6.79427 0.16495 -0.75661
H: -8.04063 -1.03233 -0.88631
C: 6.33291 1.30880 0.48228
C: 5.36880 0.69805 -0.53963
C: 4.46114 1.66429 -1.26479
C: 5.13767 2.71242 -2.05948
N: 5.69138 3.49855 -2.69513
H: 5.81661 1.96401 1.18388
H: 7.14588 1.84685 -0.00527
H: 6.77364 0.51383 1.08383
H: 4.69232 0.03342 -0.00229
H: 5.90325 0.01462 -1.19948
H: 3.86551 2.10869 -0.46739
H: 3.78101 1.18780 -1.97081
C: 2.34941 4.78322 -2.58147
C: 1.38070 3.66643 -2.91996
C: 0.12980 3.59639 -1.97688
C: -0.61152 4.83503 -1.89411
N: -1.09686 5.89052 -1.75874
H: 2.64185 4.70063 -1.53469
H: 1.92415 5.78558 -2.53130
H: 3.25997 4.78012 -3.18061
H: 1.85839 2.69261 -2.81230
H: 1.06829 3.80330 -3.95522
H: 0.39913 3.44465 -0.93164
H: -0.60160 2.84184 -2.26640
C: 1.99634 -3.33861 2.51268
C: 1.63437 -1.85671 2.43181
C: 2.70938 -1.03433 1.77172
C: 3.96831 -0.97255 2.54935
N: 4.97479 -0.96528 3.15645
H: 2.68679 -3.45711 3.34776
H: 2.36857 -3.70191 1.55480
H: 1.09627 -3.91875 2.71619
H: 1.51674 -1.46947 3.44389
H: 0.71658 -1.66962 1.87434
H: 2.31171 -0.02778 1.90138
H: 2.85451 -1.29849 0.72422
C: 5.20575 -3.00966 -3.89424
C: 4.06920 -2.37847 -3.10714
C: 3.73520 -2.84421 -1.69985
C: 3.73245 -4.26518 -1.56691
N: 3.76035 -5.38172 -1.40385
H: 5.55705 -2.37992 -4.71162
H: 5.00688 -4.01811 -4.25698
H: 6.10962 -2.98783 -3.28542
H: 3.15109 -2.49050 -3.68389
H: 4.31118 -1.31596 -3.08259
H: 2.72515 -2.48445 -1.50367
H: 4.40844 -2.45492 -0.93612

Löwdin atomic charge list, values in e, 4 entries:
1. Ba 1.77
2. C 0.00
3. C -0.30
4. C -0.32



(3)
Computed, not measured: C42H65CrGeN3O4P2SSi as an isolated structure, with ωB97M-V with the def2-TZVPD basis set.

Computed properties:
Highest occupied orbital energy (spin up / spin down) in eV: -10.2 / -10.5
Spin multiplicity: 4
Charge: +1

Atoms and positions in Å:
Cr: -0.09705 0.69665 0.83803
N: 1.26003 -2.27410 1.39355
P: -0.41372 -1.88701 1.40538
C: -0.83728 -2.20275 3.13635
C: -0.48325 -3.38595 3.78159
C: -0.75158 -3.54098 5.13088
C: -1.37083 -2.51630 5.84033
C: -1.72757 -1.33807 5.20267
C: -1.46016 -1.18010 3.84840
C: -1.11899 -3.30849 0.50122
C: -0.36637 -4.43891 0.16917
C: -0.95471 -5.51397 -0.47770
C: -2.31067 -5.49178 -0.77273
C: -3.07070 -4.38570 -0.42578
C: -2.47700 -3.29497 0.19236
P: 2.08462 -0.94645 2.10389
C: 2.93018 -1.72500 3.52510
C: 2.29160 -1.69925 4.76367
C: 2.82671 -2.38301 5.84679
C: 3.99973 -3.10511 5.69885
C: 4.63237 -3.15846 4.46264
C: 4.09722 -2.47992 3.38024
C: 3.42372 -0.61584 0.91415
C: 3.15729 -0.68395 -0.45603
C: 4.11480 -0.28043 -1.37461
C: 5.33701 0.21502 -0.94154
C: 5.60028 0.30711 0.41767
C: 4.64885 -0.10279 1.34104
H: 1.65304 -2.70591 0.56942
H: 0.01975 -4.17160 3.22884
H: -0.47359 -4.45802 5.63571
H: -1.57458 -2.64013 6.89701
H: -2.21056 -0.54149 5.75547
H: -1.73415 -0.25800 3.34713
H: 0.67774 -4.51141 0.43806
H: -0.35541 -6.37881 -0.73267
H: -2.77557 -6.33938 -1.26025
H: -4.13213 -4.37704 -0.63802
H: -3.07892 -2.42149 0.45216
H: 1.36276 -1.15805 4.87802
H: 2.32194 -2.35327 6.80491
H: 4.41861 -3.63775 6.54381
H: 5.54224 -3.73397 4.34413
H: 4.59001 -2.53459 2.41728
H: 2.19120 -1.01832 -0.81918
H: 3.89963 -0.34796 -2.43496
H: 6.08215 0.53130 -1.66054
H: 6.55006 0.69613 0.76226
H: 4.86321 -0.02456 2.40030
C: -4.27636 0.73368 -3.24653
C: -3.91675 -0.38665 -2.26685
C: -4.59892 -1.67646 -2.70099
C: -4.32765 -0.00405 -0.86094
O: -2.51093 -0.64618 -2.31576
Si: -1.07237 0.08521 -2.27905
O: -0.23212 0.14231 -0.91663
O: -0.05726 -0.60304 -3.34085
C: -0.22586 -1.57073 -4.40226
C: -0.58858 -2.91839 -3.78686
C: 1.12798 -1.64453 -5.09281
C: -1.29580 -1.11618 -5.39052
O: -1.41966 1.64701 -2.81476
C: -0.55873 2.66931 -3.12300
C: 0.74438 2.67885 -2.35740
C: -2.26044 3.94529 -1.52760
C: -0.31653 2.65311 -4.63027
H: -5.36015 0.85113 -3.29181
H: -3.91223 0.50316 -4.24858
H: -3.83788 1.68332 -2.92395
H: -5.68323 -1.55220 -2.68902
H: -4.33475 -2.48931 -2.02693
H: -4.28910 -1.95134 -3.71169
H: -5.39790 0.21380 -0.85023
H: -3.78443 0.88386 -0.52178
H: -4.14554 -0.81767 -0.14986
H: 0.15309 -3.19691 -3.03433
H: -0.61665 -3.69688 -4.55171
H: -1.56759 -2.86158 -3.30537
H: 1.89620 -1.94879 -4.37884
H: 1.39763 -0.66859 -5.50301
H: 1.10286 -2.36820 -5.90958
H: -2.24207 -0.95849 -4.87775
H: -1.44531 -1.87763 -6.15834
H: -0.99684 -0.18943 -5.88709
H: 0.57037 2.52119 -1.30023
H: 1.30726 3.59625 -2.53441
H: 1.34489 1.83874 -2.71048
H: -2.37336 4.55841 0.44851
H: -2.92968 3.09206 -1.59313
H: -2.83966 4.86129 -1.65662
H: 0.14820 1.69339 -4.85409
H: 0.35242 3.43953 -4.97424
H: -1.26199 2.69884 -5.17783
C: -0.77171 5.24081 -3.08339
N: -1.42271 3.92401 -2.80132
C: -1.63568 3.98389 -0.11031
N: -0.42372 4.77939 -0.07579
S: -1.78916 2.35403 0.76274
H: -0.19808 5.18017 -3.99911
H: -0.15399 5.51800 -2.24084
H: -1.55308 5.98739 -3.20537
H: -2.14904 3.81979 -3.51051
H: -0.30164 5.19590 0.83247
H: 0.40097 4.22798 -0.24451
C: 2.87113 4.31331 2.89558
Ge: 1.35669 3.05209 3.00535
C: -0.25216 4.06093 3.53616
C: 1.68854 1.80315 4.47456
C: 1.33815 2.11202 1.25296
H: 3.01753 4.83781 3.84252
H: 2.69970 5.06293 2.11896
H: 3.79435 3.78216 2.65182
H: -0.04738 4.53212 4.50202
H: -1.11746 3.40668 3.64005
H: -0.51944 4.85850 2.84907
H: 1.77373 2.35308 5.41515
H: 2.61188 1.24400 4.32681
H: 0.86289 1.09672 4.57305
H: 2.31453 1.64452 1.15880
H: 1.33419 2.88700 0.48405

Löwdin atomic charge list, values in e, 4 entries:
1. Cr 0.37
2. N -0.36
3. P 0.94
4. C -0.38